(1)
Density functional theory data (ωB97M-V/def2-TZVPD) for C21H35N5O5P2Pt as an isolated structure.

XYZ file:
```
69
Properties=species:S:1:pos:R:3:forces:R:3:lowdin_charge:R:1
Pt -0.40877 -0.66990 -1.76823 -0.1 0.4 -0.1 1.0171
C -1.95911 3.52322 0.13838 0.0 0.2 0.0 -0.1001
N -2.27212 2.10770 0.12117 0.1 -0.1 0.0 -0.2796
C -3.25231 1.71298 -0.89165 -0.1 0.0 0.1 -0.0709
P -1.37225 0.95278 0.83606 -0.1 0.3 0.0 0.5020
O -1.29465 -0.31331 0.07931 0.0 -0.3 0.1 -0.3755
O 0.08247 1.64992 1.02950 0.1 0.0 0.1 -0.2548
P 1.21151 1.86131 -0.11759 0.2 0.1 0.3 0.4951
O 0.92051 1.19313 -1.39462 -0.1 -0.1 -0.3 -0.3367
N 2.60691 1.30235 0.56181 -0.2 0.1 -0.1 -0.2804
C 3.18381 0.06510 0.04328 0.1 -0.1 -0.1 -0.0854
C 2.87191 1.50970 1.97722 0.1 0.0 0.0 -0.0964
N 1.20636 3.50287 -0.27518 0.1 -0.2 0.0 -0.2994
C 1.86890 4.02412 -1.46748 0.0 0.0 0.0 -0.0848
C 1.29591 4.39192 0.86767 0.0 0.0 0.1 -0.1216
N -1.88761 0.64085 2.35310 0.0 0.0 -0.2 -0.2877
C -1.53085 -0.62315 2.98459 0.0 -0.1 0.0 -0.0749
C -2.16603 1.73533 3.26085 0.0 0.0 0.1 -0.0922
H -2.87515 4.09409 0.30569 0.0 0.0 0.0 0.0916
H -1.51474 3.83707 -0.81096 0.0 0.0 0.0 0.0938
H -1.25828 3.75736 0.93864 -0.1 0.0 -0.1 0.0557
H -4.17827 2.26799 -0.72719 0.0 0.0 0.0 0.0879
H -3.45544 0.64731 -0.82076 0.0 0.0 0.0 0.0664
H -2.87011 1.92318 -1.89238 0.0 0.0 0.0 0.0924
H 2.89557 -0.06922 -0.99524 0.0 0.0 0.0 0.0698
H 2.84690 -0.80258 0.61590 0.0 0.0 0.0 0.0830
H 4.27049 0.13374 0.11045 0.0 0.0 0.0 0.0925
H 2.58428 2.50820 2.29160 0.0 0.1 0.0 0.0634
H 3.94277 1.39967 2.15458 0.0 0.0 0.0 0.0906
H 2.34096 0.78221 2.59986 0.0 0.0 0.0 0.0872
H 1.75443 3.32234 -2.28840 0.0 0.0 0.0 0.0815
H 2.93397 4.20317 -1.28808 0.0 0.0 0.0 0.0890
H 1.39698 4.96759 -1.74632 0.0 0.0 0.0 0.0888
H 0.77379 3.97052 1.72510 0.0 0.0 0.0 0.0692
H 0.82286 5.34326 0.61380 0.0 0.0 0.0 0.0916
H 2.33580 4.59466 1.14834 0.0 0.0 0.0 0.0885
H -1.39838 -1.38860 2.22413 0.0 0.0 0.0 0.0676
H -2.34708 -0.92762 3.64034 0.0 0.0 0.0 0.0906
H -0.61706 -0.53090 3.58075 0.0 0.0 0.0 0.0874
H -2.60162 2.57174 2.71975 0.0 0.1 0.0 0.0734
H -1.26562 2.07738 3.78376 0.0 0.0 0.0 0.0883
H -2.89276 1.40559 4.00410 0.0 0.0 0.0 0.0894
O 1.97193 -1.77773 -4.88940 0.3 -0.1 -0.3 0.0493
C 1.49665 -1.64488 -3.77774 0.0 0.0 0.2 -0.5916
O 0.43495 -0.95617 -3.54718 -0.1 0.0 0.1 -0.1944
C 2.24593 -2.33623 -2.62713 0.0 0.0 0.0 -0.1941
C 3.58197 -2.66793 -2.84604 0.0 0.0 0.1 -0.0051
C 4.28300 -3.30849 -1.84117 0.0 0.0 0.0 -0.0633
C 3.62732 -3.62229 -0.65816 0.0 0.0 -0.1 -0.0717
C 2.29260 -3.26859 -0.53992 0.1 -0.1 0.0 -0.1665
N 1.61904 -2.63250 -1.49068 0.0 -0.1 -0.2 0.0923
H 4.02737 -2.42516 -3.79805 0.0 0.0 0.0 0.1157
H 5.32312 -3.57295 -1.98045 0.0 0.0 0.0 0.1044
H 4.13431 -4.13455 0.14626 0.0 0.0 0.1 0.0984
H 1.73390 -3.50471 0.36113 0.0 0.0 0.0 0.1029
C -1.66142 -2.18715 -2.18554 -0.1 -0.1 -0.1 -0.2628
C -2.29422 -2.72800 -0.94999 0.0 0.0 0.1 -0.3180
C -3.58314 -2.36075 -0.56407 0.1 -0.1 -0.1 -0.0723
C -4.12949 -2.79736 0.63373 0.0 0.0 0.1 -0.0971
C -3.39739 -3.62391 1.47452 0.0 0.0 0.0 -0.1191
C -2.11765 -4.01552 1.09551 -0.1 0.0 0.0 -0.1026
C -1.57593 -3.57296 -0.09909 -0.1 0.1 0.0 -0.0596
H -2.41648 -1.81332 -2.88631 0.0 0.0 0.1 0.0589
H -1.08264 -2.96409 -2.69274 0.0 0.1 0.0 0.0619
H -4.16632 -1.72790 -1.22278 0.0 0.0 0.0 0.1040
H -5.13364 -2.49926 0.90821 0.0 0.0 0.0 0.0963
H -3.82383 -3.97371 2.40549 0.0 0.0 0.0 0.0931
H -1.54467 -4.67594 1.73469 0.0 0.0 0.0 0.0974
H -0.57412 -3.86301 -0.38878 0.0 0.0 0.0 0.0899
```
Forces are in eV/Å.

E_HOMO	-7.062	eV
net charge	0
frontier orbital gap	7.253	eV
E_LUMO	0.19	eV

(2)
Density functional theory data (ωB97M-V/def2-TZVPD) for C21H36BMnN4S2Si3 as an isolated structure in a non-equilibrium geometry.

XYZ file:
```
68
Properties=species:S:1:pos:R:3:forces:R:3:lowdin_charge:R:1
Mn 7.74898 8.95479 9.69763 -0.2 -0.1 1.0 0.3043
C 12.14450 9.73037 13.23733 -0.2 1.2 -0.1 -0.1751
Si 10.34885 9.30503 13.42473 0.3 0.3 0.7 0.4861
C 10.01332 8.56635 15.09386 -1.0 1.7 -0.2 -0.1373
C 9.59716 11.01251 13.16804 0.3 -0.7 -1.5 -0.1625
C 9.85354 7.98487 12.07516 -0.2 0.2 -1.0 -0.5468
C 10.46539 8.40098 10.72828 -1.3 -0.2 1.2 -0.3786
C 11.82860 8.36464 10.66298 2.3 -0.2 -0.3 -0.0765
C 12.41943 8.77553 9.48262 -1.2 -0.8 0.1 0.0147
C 11.67865 9.06558 8.34130 1.3 0.9 0.3 -0.0133
C 10.34611 9.08000 8.45390 -1.3 -0.3 1.1 -0.0901
N 9.73362 8.76252 9.65486 0.1 0.3 -0.8 -0.0019
Si 10.57804 6.12338 12.50132 0.3 1.0 -0.9 0.5845
C 9.17450 5.27240 13.39275 0.5 -0.1 -2.1 -0.1655
C 10.91619 5.40274 10.77961 1.6 -0.1 0.6 -0.1472
C 12.27999 6.15179 13.34737 -0.6 -0.6 0.4 -0.1573
H 12.37068 10.38613 14.09204 -0.2 0.0 -0.1 0.0642
H 12.20992 10.36469 12.33284 0.3 -0.3 0.4 0.0580
H 12.92241 9.00644 13.26026 0.5 -0.7 -0.2 0.0146
H 8.93870 8.60176 15.19936 -0.6 -0.9 -0.1 0.0009
H 10.20140 9.25532 15.92531 1.0 -0.2 -0.2 0.0650
H 10.42901 7.59515 15.20480 0.2 -0.8 0.5 0.0209
H 10.37732 11.69543 13.51580 -0.4 0.1 0.3 0.0422
H 8.61295 11.15765 13.64681 0.5 0.3 -0.6 0.0336
H 9.63890 11.13144 12.02742 -0.7 0.2 1.5 0.0531
H 12.48634 7.97309 11.49471 -1.2 0.7 -1.1 0.1204
H 13.44538 8.74539 9.38762 2.2 0.1 0.0 0.1049
H 12.16469 9.44228 7.44904 -0.1 -0.4 -0.1 0.1340
H 9.72697 9.33201 7.60980 -0.3 0.0 0.2 0.1009
H 8.31545 5.26135 12.72016 -0.1 0.2 0.0 0.0131
H 8.84107 5.62892 14.32539 -0.1 0.4 1.3 0.0088
H 9.46278 4.24228 13.38824 0.2 -0.9 0.7 0.0380
H 11.36127 4.42996 11.01399 0.2 -0.1 -0.1 0.0525
H 11.54718 5.86977 9.98246 -0.1 0.0 1.2 0.0678
H 10.06982 5.15280 10.24575 -2.3 -0.6 -1.0 -0.0157
H 12.45958 7.08912 13.85679 -0.2 -0.1 0.8 0.0000
H 13.11813 6.10893 12.66880 0.1 -0.3 -0.7 0.0344
H 12.36691 5.24082 14.00484 -0.1 1.1 -0.3 0.0715
S 6.90422 10.25350 11.20862 -0.4 0.8 -0.3 0.8410
C 7.04350 9.12345 12.50263 0.7 -0.3 -0.4 -0.8072
S 8.03760 7.76323 11.76619 -0.2 0.2 0.2 0.9662
C 6.49646 9.12755 13.73644 -0.7 0.2 0.3 -0.2723
C 5.68994 10.26750 14.23283 0.8 -1.4 -0.7 -0.1576
N 5.02944 11.13715 14.58478 0.1 0.1 0.0 0.2121
C 6.61145 7.95000 14.57923 -0.1 2.2 -1.1 -0.1986
N 6.77766 7.10396 15.31842 0.1 -1.4 0.9 0.2257
B 7.15250 10.80495 5.56256 -0.1 0.8 -0.5 -0.3706
C 7.37269 10.35985 6.97856 0.7 -0.4 0.8 -0.1773
N 7.55127 9.87820 8.02467 -0.1 0.1 0.8 0.0499
H 6.33345 9.93617 5.33413 -0.3 0.3 -0.5 0.0336
H 8.17065 10.66060 4.92187 0.0 -0.1 0.2 0.0321
H 6.81463 11.98799 5.60809 -0.2 -0.6 -0.2 0.0436
C 6.34500 5.00288 8.89166 0.8 -2.1 -0.2 -0.1769
Si 6.88920 6.47554 8.06456 -0.8 2.4 -1.8 0.4839
C 8.69438 6.45617 7.75837 1.0 -0.4 0.0 -0.1755
C 5.96425 7.03830 6.43028 -0.3 0.1 1.4 -0.1374
C 6.27078 7.83852 9.34198 0.1 -0.2 -1.0 -0.2810
H 6.46296 4.13323 8.20586 -0.5 0.4 0.4 0.0746
H 5.35319 5.13750 9.23241 -1.2 -0.3 0.2 0.0344
H 6.96849 4.75623 9.74934 0.1 0.1 0.2 0.0450
H 8.92766 5.42979 7.39279 -0.1 0.7 -0.2 0.0691
H 9.33037 6.57656 8.65790 -0.4 0.0 -0.6 0.0103
H 8.91558 7.21843 6.98803 0.3 -0.5 0.4 0.0469
H 6.63169 7.42916 5.65484 -0.2 -0.1 0.2 0.0337
H 5.21978 7.80746 6.71279 0.7 0.2 -0.1 0.0325
H 5.25609 6.33050 6.01529 0.4 -0.8 -0.2 0.0271
H 5.80519 7.28773 10.13891 -0.2 0.1 0.6 0.0229
H 5.56799 8.50024 8.80870 0.2 -0.2 0.4 0.0491
```
Forces are in eV/Å.

E_HOMO (spin up / spin down)	-12.278 / -12.289	eV
expectation value of S²	1.215
net charge	+1
frontier orbital gap (spin up / spin down)	6.755 / 7.492	eV
multiplicity	2
E_LUMO (spin up / spin down)	-5.52 / -4.80	eV

(3)
Density functional theory data (ωB97M-V/def2-TZVPD) for a 2-piece molecular cluster, C21H36ClF13N6O4PS overall in a non-equilibrium geometry.

XYZ file:
```
83
Properties=species:S:1:pos:R:3:forces:R:3:lowdin_charge:R:1
C -0.09764 4.17645 0.67157 0.0 -0.2 0.3 -0.0909
C 0.13007 2.89202 1.49958 0.1 0.2 0.2 -0.2462
C -1.15589 2.32219 2.10007 -0.1 0.2 -0.3 -0.1789
C -2.18582 1.80141 1.08500 0.0 0.0 0.5 -0.1907
N -2.15091 0.35776 0.81370 -0.4 0.2 -0.6 0.0471
N -1.02747 -0.02447 -0.04731 1.0 -0.2 0.4 0.0106
C -1.12575 0.50000 -1.32828 -0.2 0.1 -0.3 -0.2592
N -0.56336 1.64660 -1.59033 -0.4 0.0 0.0 0.1891
C -0.51607 2.41096 -2.84263 0.3 0.1 0.0 -0.1363
C 0.29608 1.74613 -3.94191 0.0 0.4 -0.4 -0.2548
N 1.71357 1.74658 -3.62568 -0.1 -0.4 0.4 0.0160
N -1.77820 -0.31078 -2.22589 -0.5 0.3 0.9 0.0509
C -2.90598 0.20402 -3.01480 0.0 0.0 -0.7 -0.1497
O -4.13849 0.05114 -2.36180 0.2 -0.1 0.3 -0.0058
C -4.56383 0.96885 -1.41403 0.0 0.2 0.0 -0.4954
C -4.38739 2.42455 -1.76593 0.0 -0.2 -0.2 0.0314
O -5.10864 0.56533 -0.43796 -0.1 0.0 -0.1 0.1562
C -2.04522 -1.57156 -1.47452 -0.3 -0.6 0.2 -0.3323
P -2.17948 -2.96480 -2.74403 0.4 0.2 -0.2 0.6322
O -3.72478 -2.75136 -3.17267 0.1 -0.1 0.0 -0.3408
Cl -2.32371 -4.62193 -1.52951 -0.2 0.0 0.1 0.3319
C -0.96832 -1.51412 -0.36717 0.6 -0.2 0.8 -0.3944
C -1.26822 -2.39415 0.85704 0.0 -0.1 0.0 -0.0861
C -0.05983 -2.89221 1.64834 -0.1 -0.2 0.2 -0.0463
C 0.58960 -1.86834 2.56271 0.1 -0.3 0.0 -0.4378
F -0.01121 -1.91326 3.77409 -0.2 0.0 0.3 0.1296
F 0.45085 -0.60535 2.09533 0.0 0.3 0.0 0.1208
C 2.10350 -2.11921 2.73449 0.2 0.2 -0.3 -0.3548
F 2.64327 -1.95459 1.50955 0.1 0.0 -0.2 0.1409
F 2.28820 -3.40424 3.07764 0.0 -0.2 0.2 0.1535
C 2.86248 -1.14594 3.72037 -0.2 -0.2 0.0 -0.3561
F 1.96311 -0.34174 4.32094 -0.1 0.0 0.1 0.1508
F 3.68111 -0.35387 3.02096 0.1 0.0 0.0 0.1566
C 3.64257 -1.83229 4.89774 0.1 0.3 0.3 -0.4204
F 2.85770 -2.73024 5.49958 0.1 0.1 -0.2 0.1468
F 3.89731 -0.85926 5.78476 0.1 -0.1 -0.2 0.1350
S 5.32693 -2.61905 4.47481 -0.1 -0.2 0.0 0.7694
F 4.74468 -4.07956 4.63586 -0.1 0.0 0.0 -0.1208
F 4.95604 -2.67031 2.92343 0.0 0.1 0.0 -0.1283
F 5.93776 -1.17149 4.28830 -0.1 0.0 0.0 -0.1151
F 5.70300 -2.60708 6.00651 0.0 0.1 0.1 -0.1096
F 6.72639 -3.22929 4.13935 0.1 -0.1 -0.1 -0.0943
N 0.34109 -1.61904 -0.92064 -0.8 1.0 -1.9 0.1621
C 0.93207 -2.32838 -1.79605 0.2 -0.7 0.8 -0.3824
C 1.62819 -1.65995 -2.94733 0.6 0.0 0.5 -0.0239
C 1.10692 -3.82364 -1.70229 -0.1 0.1 -0.2 -0.0404
H -1.11482 4.54982 0.81246 0.0 0.0 -0.2 0.0837
H 0.08805 4.05346 -0.39724 -0.1 0.1 0.0 0.0426
H 0.55823 4.97378 1.00962 0.1 0.0 -0.2 0.0624
H 0.68030 2.12893 0.93591 0.0 -0.1 0.1 0.0920
H 0.78656 3.14567 2.33380 0.1 -0.1 0.0 0.1104
H -1.64253 3.13219 2.65147 0.1 0.0 0.1 0.1173
H -0.92600 1.54916 2.83757 0.0 -0.1 -0.1 0.1079
H -3.18822 1.98316 1.47777 0.0 -0.1 -0.1 0.1256
H -2.13150 2.36824 0.15563 -0.1 0.0 0.0 0.0858
H -1.92171 -0.07423 1.70157 0.1 0.0 -0.1 0.0968
H -0.09299 2.04471 -0.78539 0.0 0.0 0.0 0.1124
H -0.03431 3.35752 -2.59221 0.0 0.0 0.1 0.1247
H -1.50981 2.67772 -3.19414 -0.1 -0.1 0.1 0.1045
H 0.08242 2.32786 -4.84816 -0.1 0.0 0.0 0.1226
H -0.06034 0.73030 -4.13557 0.0 0.0 0.1 0.0962
H 2.30219 1.75750 -4.44444 0.0 0.0 0.0 0.0833
H 1.98365 2.48416 -2.99143 0.0 0.1 -0.2 0.0716
H -2.97974 -0.38831 -3.92387 -0.1 0.0 0.1 0.1349
H -2.72922 1.23396 -3.30465 0.1 0.0 0.1 0.1077
H -3.33725 2.72081 -1.73413 0.0 0.1 0.1 0.0608
H -4.96098 3.01257 -1.05664 0.1 0.0 0.0 0.1033
H -4.75047 2.60833 -2.77867 0.0 0.0 0.0 0.1049
H -3.01690 -1.50608 -0.96956 0.0 0.1 0.0 0.1252
H -4.36795 -2.74232 -2.44881 -0.1 0.1 0.0 0.0733
H -1.98578 -1.93443 1.53682 0.0 0.0 -0.1 0.1218
H -1.78050 -3.27830 0.48984 0.0 -0.1 0.0 0.0537
H -0.42257 -3.66749 2.32624 0.1 -0.1 -0.1 0.1448
H 0.68725 -3.37327 1.01941 0.0 0.2 -0.2 0.1127
H 2.43829 -2.26353 -3.35585 -0.1 -0.1 -0.1 0.0834
H 2.03465 -0.69780 -2.63920 -0.2 0.1 -0.1 0.0697
H 0.86096 -1.51640 -3.71401 0.1 0.0 -0.1 0.0807
H 1.28625 -4.27300 -2.67882 -0.1 -0.1 0.0 0.0882
H 0.29020 -4.32236 -1.18917 0.0 0.0 0.0 0.0238
H 2.02382 -3.97122 -1.11955 0.0 0.0 0.0 0.1031
O 1.34110 6.77196 -0.60407 0.0 0.0 -0.1 -0.0566
H 0.97833 7.66179 -0.66544 0.0 0.0 0.0 0.0434
H 2.29508 6.90266 -0.60801 0.0 0.0 0.0 0.0425
```
Forces are in eV/Å.

E_HOMO	-11.350	eV
net charge	+1
frontier orbital gap	8.386	eV
E_LUMO	-2.96	eV

Calculated E (Ha), listed in the same order as above: -2273.38569; -3881.19675; -3948.97237